1.
Entry from the OMol25 dataset: C3H5N3 in the gas phase at a distorted geometry (ωB97M-V/def2-TZVPD).

As for the frontier orbital gap: 10.655 eV. The LUMO energy comes out at 0.0287 hartree. The HOMO energy is -9.87 eV. The value obtained for the total energy is -281.5226 hartree. The net charge is 0.

Each line ends with the natural charge from an NBO analysis.
Cartesian coordinates (Å):
N -3.063 0.487 0.120  -0.314
N 0.610 1.597 -0.552  -0.585
N -0.183 -1.049 -0.432  -0.833
C -0.622 -0.146 0.569  -0.216
C -1.949 0.266 0.304  0.253
C 0.190 1.256 0.544  0.164
H -0.408 -0.498 1.594  0.239
H -0.686 -1.952 -0.425  0.376
H -0.144 -0.781 -1.458  0.401
H 1.207 2.417 -0.368  0.348
H 0.286 1.729 1.560  0.168



2.
Entry from the OMol25 dataset: C3H5N3 in the gas phase at a distorted geometry (ωB97M-V/def2-TZVPD).

As for the frontier orbital gap: 8.728 eV. The LUMO energy comes out at 0.0030 hartree. The HOMO energy is -8.65 eV. The value obtained for the total energy is -281.4309 hartree. The net charge is 0.

Each line ends with the natural charge from an NBO analysis.
Cartesian coordinates (Å):
N 2.051 -0.612 0.078  -0.359
N 2.302 0.912 0.123  -0.212
N -0.229 0.081 -0.033  -0.570
C 1.401 1.689 0.089  0.297
C -1.625 -0.397 -0.073  -0.419
C 0.736 -0.788 0.008  0.211
H -1.827 -1.071 -0.920  0.190
H 0.771 2.556 0.059  0.260
H -1.916 -0.934 0.842  0.190
H -2.310 0.451 -0.175  0.203
H 0.646 -1.887 0.001  0.208



3.
Entry from the OMol25 dataset: C3H5N3 in the gas phase at a distorted geometry (ωB97M-V/def2-TZVPD).

As for the frontier orbital gap (alpha / beta): 7.496 / 7.921 eV. The LUMO energy (alpha / beta) comes out at 0.0088 / -0.0134 hartree. The HOMO energy (alpha / beta) is -7.26 / -8.29 eV. The value obtained for the total energy is -281.3935 hartree. The net charge is 0.

Each line ends with the natural charge from an NBO analysis.
Cartesian coordinates (Å):
N 2.121 0.985 -0.008  -0.825
N -2.111 1.157 0.033  -0.187
N 0.379 -0.512 0.054  -0.618
C -0.925 -0.926 0.034  -0.006
C -2.066 -0.070 -0.029  -0.147
C 0.800 0.819 -0.108  0.216
H 2.839 0.550 0.639  0.384
H 2.133 2.008 -0.004  0.410
H -2.957 -0.688 -0.303  0.196
H -1.169 -2.011 -0.193  0.194
H 0.955 -1.312 -0.115  0.383



4.
Entry from the OMol25 dataset: 2 unconnected molecules or ions with the total composition C3H5N3 (ωB97M-V/def2-TZVPD).

As for the frontier orbital gap: 8.849 eV. The LUMO energy comes out at 0.0344 hartree. The HOMO energy is -7.91 eV. The value obtained for the total energy is -281.4466 hartree. The net charge is 0.

Each line ends with the natural charge from an NBO analysis.
Cartesian coordinates (Å):
N -0.237 -1.640 0.544  -0.429
N 2.001 0.006 -0.025  -0.748
N -1.429 0.712 -0.008  -0.725
C -1.362 -1.319 0.624  0.194
C -0.234 0.821 -0.502  -0.010
C 0.790 -0.144 -0.520  0.174
H -2.064 1.415 -0.383  0.357
H 2.725 -0.652 -0.280  0.387
H 0.045 1.669 -1.140  0.208
H -2.408 -1.381 0.841  0.228
H 2.200 0.557 0.805  0.363



Record-wise energy above the lowest of the compared OMol25 structures with the same formula, charge and spin values, in kcal per mole: 42.33; 99.85; 123.32; 90.01